# C20H31N5O4

One molecule with the formula C20H31N5O4 (the ωB97M-V functional and the def2-TZVPD basis, OMol25).

Geometry (Å):
O1 -3.941661 -0.217705 -3.428094
O2 -1.480416 0.164181 -0.037713
O3 2.700261 -2.680299 0.132810
O4 1.668321 -0.388718 5.324974
N1 0.094760 0.403014 3.920705
N2 -2.276900 -1.746544 0.808892
N3 3.345342 -0.468359 0.221546
N4 -2.398527 1.093029 -2.419651
N5 3.156758 0.594228 1.104635
C1 -0.455167 0.724631 2.589751
C2 -1.197760 2.877612 -3.691707
C3 2.430561 -1.272941 2.111738
C4 -2.991659 -3.008221 0.696003
C5 -2.448522 2.099697 -3.434358
C6 1.372411 0.264244 4.340971
C7 2.817022 -1.633602 0.750455
C8 -1.332382 -1.628353 1.920291
C9 2.680688 0.039135 2.280064
C10 -0.964654 -0.558878 4.231313
C11 2.250656 1.835908 -1.524538
C12 -2.224394 -0.807668 -0.163829
C13 -3.179957 0.000478 -2.502384
C14 -1.513609 -0.384871 2.790613
C15 2.428308 0.920821 3.464311
C16 -3.115586 -1.026199 -1.372653
C17 -1.688201 1.878249 -4.704992
C18 1.351681 -0.419888 -2.141336
C19 3.673288 -0.257247 -1.169866
C20 2.608757 0.438006 -2.024350
H1 -1.479731 -2.516761 2.534893
H2 -2.843690 -1.971109 -1.848966
H3 3.867445 -1.257524 -1.557393
H4 1.575151 -1.407925 -2.544997
H5 -1.835021 1.198539 -1.584528
H6 4.610738 0.307615 -1.219334
H7 -2.544710 -0.038876 2.741465
H8 0.887089 -0.552899 -1.161235
H9 3.064629 0.532516 -3.016034
H10 -2.333223 -3.810251 0.351331
H11 2.102638 1.904108 3.118314
H12 -1.152406 0.943214 -4.789603
H13 3.960622 1.208187 1.179345
H14 -0.570987 -1.546957 4.480697
H15 3.328006 1.037342 4.068298
H16 1.694508 2.377052 -2.290637
H17 -3.829004 -2.928772 0.011628
H18 -2.125475 2.243566 -5.622726
H19 -1.291178 3.931088 -3.912667
H20 3.140119 2.426982 -1.290777
H21 -0.861342 1.734751 2.536253
H22 0.222597 0.559170 1.755214
H23 -0.307152 -1.666288 1.537831
H24 1.998964 -1.949664 2.830028
H25 0.612498 0.062343 -2.785718
H26 -3.387402 -3.282244 1.673139
H27 -4.149056 -1.152764 -1.045330
H28 -1.630638 -0.229323 5.028812
H29 -0.328008 2.610512 -3.107267
H30 1.631414 1.784649 -0.628713
H31 -3.396815 2.615991 -3.514925

Forces on the atoms, in the same order (eV/Å):
O 0.000 -0.003 0.005
O -0.008 0.010 -0.015
O 0.008 -0.004 0.004
O -0.002 0.000 -0.008
N -0.015 -0.017 0.013
N 0.008 0.020 0.014
N -0.050 -0.120 -0.020
N 0.011 -0.013 -0.014
N 0.007 0.002 0.008
C 0.007 0.016 -0.008
C 0.004 0.007 0.002
C 0.000 -0.003 0.006
C 0.001 -0.006 -0.004
C 0.005 0.009 0.002
C 0.009 0.011 0.002
C -0.019 0.013 -0.010
C -0.008 -0.008 -0.006
C 0.000 -0.007 -0.001
C 0.000 -0.002 -0.005
C 0.083 0.048 -0.072
C 0.004 -0.003 -0.006
C -0.009 -0.004 0.001
C -0.001 0.007 0.017
C 0.000 -0.007 0.000
C 0.000 0.002 0.006
C -0.002 -0.004 0.004
C -0.009 0.005 -0.002
C 0.125 0.196 0.008
C -0.153 -0.121 0.094
H -0.005 -0.001 0.002
H 0.001 0.003 -0.003
H 0.000 0.000 0.003
H 0.001 -0.002 0.003
H 0.000 0.002 0.005
H 0.002 -0.003 0.000
H 0.000 -0.008 -0.006
H 0.001 -0.003 -0.001
H -0.004 0.002 -0.001
H 0.000 -0.002 0.001
H -0.003 -0.001 0.003
H 0.001 0.000 0.003
H -0.003 -0.004 -0.004
H 0.002 0.002 0.001
H 0.003 0.003 -0.006
H -0.008 -0.002 -0.003
H 0.002 -0.002 0.002
H 0.001 0.000 -0.001
H 0.000 0.001 0.002
H 0.003 0.000 -0.002
H 0.001 0.001 -0.001
H 0.001 -0.001 0.000
H 0.001 -0.003 -0.002
H 0.002 -0.003 -0.001
H 0.007 -0.004 -0.004
H 0.000 0.000 0.001
H 0.000 0.000 -0.001
H -0.001 -0.003 -0.002
H -0.003 0.000 -0.002
H 0.003 0.003 -0.003
H -0.003 0.001 0.003

Computed properties:
- SMILES string = CC(C)Cn1[nH]c(CC(=O)N2CC(CN(C)C(=O)CC(=O)NC3CC3)C2)cc1=O
- HOMO energy (eV) = -8.6
- LUMO (eV) = 0.53
- ΔE to the lowest compared entry with this formula, charge and spin (kcal per mole) = 32.2
- orbital gap (eV) = 9.119

Results of the Mulliken charge analysis, in e, for atoms 1 through 5:
1 O -0.679
2 O -0.748
3 O -0.743
4 O -0.644
5 N 0.080

# C21H31N3O4

One molecule with the formula C21H31N3O4 (the ωB97M-V functional and the def2-TZVPD basis, OMol25).

Geometry (Å):
O1 2.648531 1.901231 2.547125
O2 -3.049155 -1.259442 -1.852197
O3 0.023923 0.174115 -5.290982
O4 0.132869 -1.141354 -0.304481
N1 1.058578 0.404007 1.113535
N2 -1.170228 0.464222 0.628364
N3 -1.703916 0.542895 -2.032162
C1 -3.880232 1.037935 1.926469
C2 0.023233 -0.186182 0.435427
C3 -1.536903 0.464182 -3.461377
C4 -0.239145 -2.110430 -4.637829
C5 0.323861 -1.284979 -3.482322
C6 5.149085 -0.398750 1.078161
C7 4.634702 0.637929 1.844227
C8 -4.176520 -0.308432 2.578639
C9 -2.425261 -0.133109 0.189291
C10 -0.174109 -1.131775 -5.820216
C11 -2.711008 -1.460839 0.904303
C12 2.945402 -0.943203 0.308764
C13 3.677631 1.910803 4.768357
C14 3.274731 0.891404 1.848855
C15 3.387523 2.667785 3.476124
C16 4.309336 -1.185486 0.316511
C17 -3.569239 0.861723 0.441085
C18 -0.090438 0.130378 -3.881017
C19 -2.998560 -1.258270 2.387085
C20 2.418523 0.089095 1.067603
C21 -2.394781 -0.380834 -1.334258
H1 2.745370 3.528842 3.684973
H2 -2.113731 -0.853830 2.886741
H3 -1.268683 -2.398458 -4.428733
H4 -1.853703 -2.120207 0.763622
H5 4.280766 1.027972 4.571961
H6 0.339514 -3.011636 -4.826547
H7 -3.220840 -2.223260 2.845431
H8 2.278910 -1.548942 -0.281192
H9 -1.105353 1.179447 -1.529906
H10 -4.456463 0.476897 -0.064390
H11 -1.092770 -1.146332 -6.417655
H12 5.312426 1.240452 2.428048
H13 -1.817621 1.419478 -3.918118
H14 2.745913 1.593367 5.230332
H15 0.863135 1.198443 1.706718
H16 -3.039512 1.512489 2.440902
H17 4.211181 2.557929 5.458836
H18 -3.567914 -1.922359 0.412838
H19 6.212785 -0.581951 1.087232
H20 0.583189 0.896830 -3.479006
H21 -0.068475 -1.573595 -2.511420
H22 4.314751 3.035969 3.021489
H23 0.671920 -1.345867 -6.482507
H24 -2.217166 -0.311952 -3.815723
H25 1.412239 -1.351063 -3.458056
H26 -4.379953 -0.169437 3.642579
H27 4.709428 -1.993011 -0.276556
H28 -3.316544 1.824405 -0.010350
H29 -5.066238 -0.742894 2.119036
H30 -1.245636 1.104265 1.403824
H31 -4.739359 1.703393 2.032516

Forces on the atoms, in the same order (eV/Å):
O -0.105 -0.448 -0.406
O -0.199 -0.371 -0.089
O -0.039 0.222 0.040
O 0.029 -0.253 -0.017
N 0.043 0.355 0.363
N -0.399 0.282 0.140
N 0.328 0.271 -0.209
C -0.205 -0.181 -0.136
C 0.166 0.252 0.202
C 0.144 0.031 -0.397
C -0.018 0.172 -0.087
C -0.065 0.145 -0.073
C 0.054 -0.097 -0.068
C -0.084 0.191 0.113
C 0.277 0.122 0.200
C -0.155 -0.522 -0.266
C 0.008 -0.309 -0.313
C 0.109 0.019 0.069
C -0.060 -0.046 -0.047
C -0.123 0.045 -0.404
C -0.119 -0.059 -0.070
C 0.195 0.218 0.443
C 0.139 0.064 0.064
C 0.139 0.148 0.177
C -0.179 -0.008 0.442
C -0.227 -0.037 -0.168
C 0.149 -0.028 0.046
C 0.112 0.429 0.322
H 0.166 -0.076 -0.055
H 0.045 -0.014 0.099
H -0.012 -0.050 0.001
H -0.074 -0.032 -0.071
H 0.065 -0.060 0.053
H -0.030 -0.058 -0.004
H 0.091 -0.004 0.045
H -0.021 -0.014 -0.013
H -0.129 -0.088 0.104
H 0.007 -0.018 -0.055
H 0.099 -0.024 0.029
H 0.005 0.076 0.083
H -0.004 -0.138 -0.039
H -0.062 -0.017 0.063
H -0.076 -0.100 -0.124
H 0.008 0.091 0.088
H 0.071 0.054 0.096
H 0.020 -0.027 -0.001
H 0.087 -0.016 0.001
H -0.028 -0.076 0.001
H 0.052 -0.025 -0.006
H -0.126 -0.004 -0.014
H -0.109 -0.009 0.028
H 0.020 0.106 -0.053
H 0.034 0.010 0.047
H -0.090 -0.022 -0.009
H 0.030 -0.077 -0.057
H -0.028 -0.024 -0.084
H -0.099 -0.030 0.004
H 0.092 -0.030 -0.055
H 0.080 0.086 0.027

Computed properties:
- SMILES string = CCOc1ccccc1NC(=O)NC1(C(=O)NC[C@H]2CCCO2)CCCCC1
- HOMO energy (eV) = -8.2
- LUMO (eV) = 0.36
- ΔE to the lowest compared entry with this formula, charge and spin (kcal per mole) = 12.9
- orbital gap (eV) = 8.562

Results of the Mulliken charge analysis, in e, for atoms 1 through 5:
1 O -0.504
2 O -0.694
3 O -0.519
4 O -0.692
5 N -0.007

# C6H6O

One molecule with the formula C6H6O (the ωB97M-V functional and the def2-TZVPD basis, OMol25).

Geometry (Å):
O1 -1.739855 -0.413808 -0.661533
C1 2.351004 -1.094889 0.449622
C2 -0.456673 1.301500 0.191736
C3 -1.824154 0.981706 -0.276792
C4 0.356804 0.201334 0.074739
C5 -0.491750 -0.776929 -0.510577
C6 1.692378 0.055870 0.621101
H1 -2.180382 1.540645 -1.150620
H2 3.405149 -1.186098 0.731757
H3 -0.165702 2.210401 0.701968
H4 -0.296825 -1.823316 -0.720910
H5 1.931795 -2.037287 0.038562
H6 -2.581791 1.040871 0.510947

Forces on the atoms, in the same order (eV/Å):
O -1.244 0.937 -0.169
C 1.033 0.823 0.758
C 0.395 0.737 0.525
C -0.333 -0.123 -0.052
C -1.750 0.752 0.057
C 2.597 -1.442 0.359
C -0.214 -3.034 -1.633
H 0.052 0.060 0.079
H -0.290 0.024 -0.003
H -0.185 0.004 -0.155
H 0.094 0.238 0.040
H -0.105 0.868 0.228
H -0.050 0.154 -0.033

Computed properties:
- HOMO energy (spin up / spin down) (eV) = -8.9 / -6.5
- LUMO (spin up / spin down) (eV) = 0.65 / -0.92
- ΔE to the lowest compared entry with this formula, charge and spin (kcal per mole) = 117.9
- orbital gap (spin up / spin down) (eV) = 9.541 / 5.556

Results of the Mulliken charge analysis, in e, for atoms 1 through 5:
1 O -0.362
2 C -0.638
3 C -0.549
4 C -0.287
5 C 0.957

Number 1: strongest force on any atom 0.2 eV/Å. Number 2: strongest force on any atom 0.6 eV/Å. Number 3: strongest force on any atom 3.5 eV/Å.